[1]
ORCA calculation (wB97M-V/def2-TZVPD) on an isolated ion of composition C3H4N3O2S and charge +1 in a non-equilibrium geometry.

Each line ends with the Mulliken charge.
Cartesian coordinates (Å):
O: 1.4650 0.2515 -1.7989  -0.606
N: 0.4207 0.8479 -1.9781  0.884
O: 0.0016 1.3467 -3.1700  -0.325
C: -0.5368 0.9733 -1.1536  -0.386
N: -0.2845 0.3089 0.1479  0.214
N: 0.6847 -0.3836 0.8646  -0.099
C: 0.1517 -0.9547 1.9367  -0.039
C: -1.1317 -0.6227 2.1868  -0.363
S: -1.7433 0.1197 0.7981  0.248
H: 0.4647 1.0618 -3.9084  0.359
H: 1.7125 -0.2597 0.6472  0.329
H: 0.6974 -1.6738 2.4940  0.422
H: -1.9020 -1.0152 2.9339  0.362

Properties
ΔE to the lowest compared entry with this formula, charge and spin in eV: 1.660
Structure (SMILES): [O-][N+](O)=C=[N+]1NC=CS1
Highest occupied orbital energy (spin up / spin down) in eV: -13.8 / -12.7
HOMO-LUMO gap (spin up / spin down) in eV: 7.605 / 6.253
Total charge: +1
Lowest unoccupied orbital energy (spin up / spin down) in eV: -6.177 / -6.444

---

[2]
ORCA calculation (wB97M-V/def2-TZVPD) on C28H46CsN3O2P2 as an isolated structure in a non-equilibrium geometry.

Each line ends with the Mulliken charge.
Cartesian coordinates (Å):
Cs: 0.4473 -0.9662 -0.1128  2.053
C: 3.6971 -1.4861 -2.6014  -1.550
C: 3.5330 -0.0627 -3.1329  0.988
C: 2.7551 -0.0633 -4.4466  -1.634
P: 2.6318 0.9772 -1.8846  -0.115
C: 2.6493 2.6914 -2.6202  0.177
C: 2.0491 3.6539 -1.5983  -1.356
C: 3.9872 3.2176 -3.1295  -1.741
C: 3.7814 1.0773 -0.4613  1.565
C: 5.1424 1.2966 -0.7273  -0.136
C: 6.0977 1.4957 0.2492  0.300
C: 7.5390 1.7491 -0.0943  -1.727
C: 5.6556 1.4982 1.5747  -0.826
C: 4.3335 1.2822 1.8784  -0.006
C: 3.3450 1.0432 0.8936  -2.212
N: 2.0348 0.8918 1.3015  0.872
C: 1.7836 0.0572 2.3409  -1.114
C: 2.6061 -1.0579 2.6563  -0.083
C: 2.2015 -2.0347 3.5462  -1.116
C: 0.9730 -1.9925 4.1907  0.493
C: 0.5487 -3.0435 5.1790  -1.550
C: 0.1516 -0.9143 3.8840  -0.914
C: 0.4912 0.0905 2.9813  1.433
P: -0.8198 1.3701 2.8317  -0.320
C: 0.0879 2.9797 2.6665  1.655
C: -0.9328 4.1181 2.6932  -1.567
C: 1.0761 3.1221 3.8203  -1.586
C: -1.6419 1.1521 1.1390  1.224
C: -3.1398 1.4324 1.2128  -1.760
C: -0.9963 1.8913 -0.0319  -1.188
H: 4.2582 -2.0827 -3.3260  0.460
H: 2.7493 -2.0147 -2.4340  0.175
H: 4.2536 -1.4988 -1.6623  0.310
H: 4.5353 0.3308 -3.3277  0.215
H: 1.7255 -0.3959 -4.2900  0.301
H: 3.2222 -0.7431 -5.1627  0.470
H: 2.7213 0.9273 -4.9018  0.336
H: 1.9562 2.6103 -3.4660  0.562
H: 2.6257 3.6377 -0.6703  0.241
H: 1.0178 3.3982 -1.3558  0.093
H: 2.0652 4.6735 -1.9892  0.539
H: 4.6770 3.3721 -2.2992  0.362
H: 3.8501 4.1804 -3.6274  0.502
H: 4.4609 2.5409 -3.8430  0.303
H: 5.4701 1.3011 -1.7604  0.193
H: 7.7692 1.4112 -1.1050  0.360
H: 8.2102 1.2311 0.5923  0.396
H: 7.7796 2.8141 -0.0407  0.292
H: 6.3627 1.6790 2.3776  0.374
H: 4.0177 1.2940 2.9141  0.412
H: 3.5638 -1.1728 2.1652  0.405
H: 2.8771 -2.8635 3.7397  0.297
H: 1.3314 -3.7903 5.3158  0.361
H: -0.3530 -3.5667 4.8511  0.301
H: 0.3298 -2.6126 6.1584  0.319
H: -0.8130 -0.8336 4.3796  0.345
H: 0.6540 3.0019 1.7347  -0.565
H: -1.5029 4.1032 3.6245  0.368
H: -1.6475 4.0545 1.8705  0.312
H: -0.4271 5.0836 2.6205  0.416
H: 0.5772 3.0180 4.7870  0.405
H: 1.5443 4.1088 3.7892  0.450
H: 1.8611 2.3713 3.7556  0.145
H: -1.5393 0.0775 0.9488  -0.314
H: -3.3402 2.4780 1.4528  0.306
H: -3.6181 0.8233 1.9803  0.436
H: -3.6132 1.2184 0.2503  0.373
H: -1.2276 2.9588 0.0306  0.307
H: -1.3783 1.5595 -1.0055  0.449
H: 0.0899 1.8302 -0.0282  -0.246
C: -3.8567 -1.4955 -2.8191  -0.457
O: -3.5296 -2.8120 -2.3607  -0.434
C: -2.3581 -2.9139 -1.7240  0.569
O: -1.5915 -1.9959 -1.5300  -0.441
N: -2.1390 -4.1932 -1.3293  -0.127
N: -0.9841 -4.4887 -0.6076  -0.478
H: -4.8081 -1.5932 -3.3322  0.214
H: -3.0889 -1.1316 -3.4996  0.272
H: -3.9442 -0.8142 -1.9743  0.156
H: -2.8354 -4.8967 -1.5187  0.219
H: -0.4216 -5.1676 -1.1028  0.241
H: -1.2171 -4.8166 0.3208  0.237

Properties
ΔE to the lowest compared entry with this formula, charge and spin in eV: 0.365
Highest occupied orbital energy in eV: -5.9
HOMO-LUMO gap in eV: 5.610
Total charge: 0
Lowest unoccupied orbital energy in eV: -0.297

---

Look up the total charge of the second one.
0